Density functional theory data (ωB97M-V/def2-TZVPD) for an isolated ion of composition C4H7N2 and charge +1 in a non-equilibrium geometry.

For the HOMO energy (alpha / beta), the calculation gives -14.32 / -14.32 eV. As for the charge: +1. The HOMO-LUMO gap (alpha / beta) comes out at 8.6 / 8.6 eV. The structure (SMILES) is C=[N+]1CC(C)=N1. The relative energy (zero: lowest compared OMol25 entry of this formula, charge and spin) comes out at 147.9 kcal per mole.

CARTESIAN COORDINATES (ANGSTROEM)
C1 -2.53207 -0.14060 0.10231
N1 -1.30632 0.18906 0.14787
C2 -0.17816 -0.68049 -0.23121
C3 0.77744 0.40540 0.09237
C4 2.17386 0.53014 0.10293
N2 -0.59716 1.33800 0.45882
H1 -3.28650 0.48949 0.38514
H2 -2.71215 -1.23646 -0.33458
H3 -0.10737 -1.04656 -1.32636
H4 0.11039 -1.59339 0.43058
H5 2.51199 0.70380 -0.93468
H6 2.64066 -0.46842 0.45005
H7 2.50539 1.51004 0.65676